<A>
Density functional theory data (ωB97M-V/def2-TZVPD) for a cluster of 10 separate species, H19O10 in total.

```
! wB97M-V def2-TZVPD RIJCOSX def2/J DEFGRID3
* xyz -1 1
O -2.725 -2.096 -2.617
H 1.636 0.722 1.315
H -2.739 -1.164 -2.356
O 0.983 2.418 -0.737
H 0.911 2.775 -1.619
H 2.278 1.758 -0.485
O -0.745 0.647 -1.294
H -0.104 1.493 -1.080
H -0.444 0.042 -0.600
O 2.156 -1.532 -0.261
H -2.845 -0.025 0.147
H 0.621 1.117 0.173
O -3.304 0.324 -0.624
H -2.061 0.151 2.032
H 2.095 -1.111 0.599
O 2.457 2.194 3.067
H 2.721 1.851 2.190
H 1.648 2.660 2.858
O -0.234 -4.238 -0.483
H 0.313 -4.114 0.290
H 0.285 -4.110 -1.292
O -2.913 0.225 2.500
H -3.591 0.281 1.814
H -2.739 1.113 -0.900
O 0.747 0.502 1.055
H -2.354 -2.709 -1.972
O 3.256 1.436 -0.254
H 1.355 -1.246 -0.693
H 3.339 0.635 -0.771
*
```

Calculated values
E_LUMO = 3.00 eV
M = 179.14 g mol⁻¹
Kohn-Sham gap = 9.573 eV

=====

<B>
Density functional theory data (ωB97M-V/def2-TZVPD) for a cluster of 10 separate species, H19O10 in total.

```
! wB97M-V def2-TZVPD RIJCOSX def2/J DEFGRID3
* xyz -1 1
O -1.573 0.325 -0.805
H -1.772 0.913 -0.074
H 0.263 1.242 0.375
O -1.585 4.149 0.764
H -1.771 3.647 1.593
H 1.757 -0.937 -1.787
O -0.106 1.969 0.968
H -0.809 3.630 0.413
H -0.596 1.613 1.688
O -0.123 -4.027 0.556
H -1.361 -1.615 2.756
H -0.900 -0.445 -0.323
O -2.212 -1.269 3.045
H 1.882 -1.191 0.464
H 0.473 -3.799 -0.146
O 3.177 3.097 -1.243
H 3.054 3.222 -0.299
H 2.312 2.804 -1.476
O -3.010 -1.538 -1.833
H -2.302 -1.232 -2.413
H -2.811 -0.784 -1.244
O 2.670 -1.748 0.696
H 3.106 -1.113 1.312
H -2.280 -0.366 2.749
O 0.365 -0.478 0.169
H 0.521 -1.223 0.751
O 2.351 -0.643 -2.568
H -0.934 -3.519 0.414
H 2.693 0.234 -2.593
*
```

Calculated values
E_LUMO = 2.65 eV
M = 179.14 g mol⁻¹
Kohn-Sham gap = 9.104 eV

=====

Verdict on stability: <A> comes out on top.

=====

<A>
Density functional theory data (ωB97M-V/def2-TZVPD) for a cluster of 2 separate species, C3H11N4 in total.

```
! wB97M-V def2-TZVPD RIJCOSX def2/J DEFGRID3
* xyz 1 1
N 0.427 -2.063 2.155
C 0.154 -1.368 1.054
N 1.037 -0.565 0.491
N -1.072 -1.447 0.524
H 1.379 -2.195 2.460
H -0.183 -2.741 2.573
H 1.822 -0.319 1.076
H 0.723 0.119 -0.221
H -1.262 -0.876 -0.283
H -1.794 -2.054 0.875
C 0.806 1.937 -2.078
C -1.213 2.115 -0.892
N -0.232 1.381 -1.209
H 1.534 2.424 -1.425
H 0.451 2.653 -2.823
H 1.354 1.143 -2.584
H -1.770 1.836 -0.001
H -1.573 2.973 -1.462
*
```

Calculated values
E_LUMO = -2.85 eV
M = 103.15 g mol⁻¹
Kohn-Sham gap = 10.912 eV

=====

<B>
Density functional theory data (ωB97M-V/def2-TZVPD) for a structure of composition C3H11N4.

```
! wB97M-V def2-TZVPD RIJCOSX def2/J DEFGRID3
* xyz 1 1
C 1.219 -0.720 -0.812
C -0.350 -0.070 1.312
C 0.351 0.404 -0.058
N 0.710 -1.119 -1.883
N -1.592 -0.868 1.075
N 1.152 1.561 0.198
N -0.732 0.555 -1.132
H 2.027 -1.085 -0.178
H 0.442 -0.438 2.022
H -0.650 0.823 1.938
H 1.103 -1.876 -2.441
H -2.370 -0.628 1.740
H -1.497 -1.873 1.352
H 0.621 2.440 0.273
H 2.047 1.412 0.598
H -0.605 1.490 -1.523
H -0.281 -0.428 -1.860
H -1.595 0.419 -0.620
*
```

Calculated values
E_LUMO = -3.79 eV
M = 103.15 g mol⁻¹
Kohn-Sham gap = 9.755 eV

=====

Verdict on stability: <A> comes out on top.

=====

<A>
Density functional theory data (ωB97M-V/def2-TZVPD) for the molecule CHOPS.

```
! wB97M-V def2-TZVPD RIJCOSX def2/J DEFGRID3
* xyz 0 1
C -0.668 0.172 -0.062
O -1.436 1.200 0.298
P 1.147 0.548 0.126
S 2.082 -1.227 0.169
H -1.126 -0.693 -0.531
*
```

Calculated values
E_LUMO = -2.49 eV
M = 92.06 g mol⁻¹
Kohn-Sham gap = 6.976 eV

=====

<B>
Density functional theory data (ωB97M-V/def2-TZVPD) for a cluster of 2 separate species, CHOPS in total.

```
! wB97M-V def2-TZVPD RIJCOSX def2/J DEFGRID3
* xyz 0 1
C 0.233 -0.466 -0.002
O -0.854 2.040 0.250
P -1.231 0.628 0.154
S 0.415 -2.055 0.367
H 1.437 -0.147 -0.769
*
```

Calculated values
E_LUMO = -2.25 eV
M = 92.06 g mol⁻¹
Kohn-Sham gap = 6.823 eV

=====

<C>
Density functional theory data (ωB97M-V/def2-TZVPD) for the molecule CHOPS.

```
! wB97M-V def2-TZVPD RIJCOSX def2/J DEFGRID3
* xyz 0 1
C 0.224 1.304 -0.468
O -0.560 1.212 0.408
P 2.104 1.195 -0.197
S 2.463 -0.640 0.209
H -0.198 1.563 -1.595
*
```

Calculated values
E_LUMO = -1.83 eV
M = 92.06 g mol⁻¹
Kohn-Sham gap = 7.057 eV

=====

Verdict on stability: <C> comes out on top.

=====

<A>
Density functional theory data (ωB97M-V/def2-TZVPD) for a cluster of 11 separate species, C6H26O10 in total.

```
! wB97M-V def2-TZVPD RIJCOSX def2/J DEFGRID3
* xyz 0 1
C 0.276 -1.795 2.336
C -0.034 -0.545 2.908
C -0.327 0.510 2.085
C -0.175 0.285 0.679
C 0.394 -0.840 0.181
C 0.638 -1.979 1.015
H 0.586 -2.590 3.005
H -0.198 -0.518 3.981
H -0.678 1.463 2.418
H -0.474 1.101 0.043
H 0.743 -1.009 -0.832
H 1.190 -2.799 0.596
H 3.685 1.624 -0.617
H 3.440 0.104 -1.057
O 3.935 0.701 -0.495
H -0.815 -2.003 -2.006
H -1.091 -2.923 -3.118
O -0.714 -2.968 -2.221
H -2.772 -0.809 -1.867
H -2.280 -1.330 -0.523
O -1.998 -0.801 -1.290
H 2.806 -0.758 2.015
H 3.233 0.710 1.714
O 3.493 -0.101 2.144
H 2.402 -2.582 -2.504
H 0.834 -2.334 -2.633
O 1.728 -2.027 -2.905
H 0.824 1.963 -2.865
H 0.175 2.040 -1.562
O 0.191 2.529 -2.400
H -2.319 3.376 -1.456
H -1.821 1.932 -1.659
O -2.339 2.497 -1.072
H 1.803 3.978 -0.312
H 2.440 3.388 0.924
O 2.153 3.150 0.037
H -3.420 -0.635 1.835
H -2.586 -1.774 2.033
O -3.515 -1.614 1.793
H -2.823 1.004 -0.158
H -3.619 1.531 1.008
O -2.975 0.848 0.800
*
```

Calculated values
E_LUMO = -0.05 eV
M = 258.26 g mol⁻¹
Kohn-Sham gap = 9.398 eV

=====

<B>
Density functional theory data (ωB97M-V/def2-TZVPD) for a cluster of 7 separate species, C6H26O10 in total.

```
! wB97M-V def2-TZVPD RIJCOSX def2/J DEFGRID3
* xyz 0 1
O -1.575 -1.747 1.191
H -1.177 -2.565 0.893
H -1.805 -1.922 2.134
O -3.156 -2.805 -0.753
H -2.909 -2.782 0.148
H -4.006 -3.212 -0.611
O -1.010 -0.172 -1.011
H -1.641 0.531 -1.005
H -1.331 -0.644 -0.204
O -0.115 -2.311 -2.317
H -0.490 -1.562 -1.830
H -0.132 -2.279 -3.265
C 1.544 -0.540 2.946
C 1.704 -1.232 1.596
O 1.397 -0.218 0.717
O 1.656 -1.432 4.024
H 0.536 -0.053 2.990
H 2.338 0.317 3.104
H 1.086 -2.064 1.437
H 2.700 -1.543 1.575
H 0.617 -0.470 0.204
H 1.291 -2.235 3.762
C 3.255 0.879 -3.004
C 1.856 0.300 -2.844
O 0.892 1.146 -2.186
O 4.084 -0.188 -3.422
H 3.577 1.346 -2.066
H 3.313 1.700 -3.692
H 1.872 -0.581 -2.180
H 1.329 -0.020 -3.707
H 0.303 0.606 -1.634
H 4.284 -0.815 -2.658
C -1.812 2.998 0.549
C -2.059 2.161 1.795
O -1.597 2.889 2.944
O -2.499 2.219 -0.413
H -0.887 3.267 0.117
H -2.238 3.995 0.642
H -1.582 1.170 1.695
H -3.153 2.092 1.898
H -1.033 3.540 2.680
H -3.427 2.236 -0.242
*
```

Calculated values
E_LUMO = -0.37 eV
M = 258.26 g mol⁻¹
Kohn-Sham gap = 8.834 eV

=====

Verdict on stability: <A> comes out on top.

=====

<A>
Density functional theory data (ωB97M-V/def2-TZVPD) for a cluster of 2 separate species, C2HClF2S in total.

```
! wB97M-V def2-TZVPD RIJCOSX def2/J DEFGRID3
* xyz 0 1
C 0.737 0.518 -0.162
C -0.160 -0.444 0.342
F -0.855 -0.167 1.460
F 0.109 -1.754 0.302
S 2.242 0.193 -0.812
Cl 0.045 2.057 -0.081
H -2.117 -0.402 -1.050
*
```

Calculated values
E_LUMO (alpha / beta) = -2.33 / -1.47 eV
M = 130.55 g mol⁻¹
Kohn-Sham gap (alpha / beta) = 7.382 / 8.070 eV

=====

<B>
Density functional theory data (ωB97M-V/def2-TZVPD) for a cluster of 2 separate species, C2HClF2S in total.

```
! wB97M-V def2-TZVPD RIJCOSX def2/J DEFGRID3
* xyz 0 1
C -1.129 0.643 -1.537
C 1.022 -0.694 1.132
F -0.270 -0.750 1.298
F 1.665 -1.353 2.044
S -2.691 0.339 -1.292
Cl -0.109 1.778 -2.202
H 1.511 0.037 0.557
*
```

Calculated values
E_LUMO (alpha / beta) = -0.72 / -0.93 eV
M = 130.55 g mol⁻¹
Kohn-Sham gap (alpha / beta) = 7.550 / 7.001 eV

=====

Verdict on stability: <B> comes out on top.

=====

<A>
Density functional theory data (ωB97M-V/def2-TZVPD) for the molecule C24H40O4.

```
! wB97M-V def2-TZVPD RIJCOSX def2/J DEFGRID3
* xyz 0 1
C 3.872 1.867 -0.106
H 4.904 2.188 0.006
H 3.346 2.114 0.811
H 3.425 2.426 -0.924
C 3.826 0.366 -0.395
H 4.123 -0.165 0.514
C 2.426 -0.123 -0.805
H 2.166 0.386 -1.740
C 2.410 -1.656 -1.047
H 2.582 -1.883 -2.099
H 3.202 -2.137 -0.475
C 1.028 -2.173 -0.610
C 0.222 -0.893 -0.416
C -1.084 -0.970 0.369
C -2.017 -2.021 -0.228
C -3.374 -2.021 0.476
O -4.217 -3.039 -0.015
H -4.312 -2.927 -0.968
C -4.032 -0.627 0.415
C -4.468 -0.274 -1.012
H -3.612 -0.247 -1.691
C -5.171 1.084 -1.071
C -4.238 2.160 -0.520
C -3.826 1.808 0.903
H -3.196 2.601 1.308
H -4.729 1.772 1.517
C -3.112 0.447 1.044
C -2.977 0.195 2.553
H -3.957 0.015 2.989
H -2.351 -0.662 2.775
H -2.550 1.066 3.044
C -1.731 0.428 0.342
H -1.894 0.676 -0.712
C -0.749 1.469 0.894
H -0.569 1.283 1.952
H -1.182 2.466 0.803
C 0.591 1.475 0.150
H 1.231 2.229 0.605
C 1.247 0.093 0.179
C 1.673 -0.272 1.602
H 2.316 0.505 2.009
H 0.819 -0.370 2.264
H 2.220 -1.209 1.619
H 0.423 1.769 -0.890
H -3.361 2.249 -1.166
H -4.752 3.124 -0.528
O -5.619 1.380 -2.376
H -4.851 1.465 -2.953
H -6.086 1.049 -0.469
H -5.166 -1.031 -1.378
H -4.947 -0.678 1.018
H -3.231 -2.290 1.527
H -2.156 -1.834 -1.296
H -1.574 -3.013 -0.124
H -0.869 -1.260 1.399
H -0.027 -0.517 -1.417
H 0.588 -2.827 -1.362
H 1.089 -2.731 0.324
C 4.851 0.036 -1.506
C 6.066 -0.732 -0.981
C 6.894 0.095 -0.032
O 7.179 1.254 -0.168
O 7.318 -0.627 1.015
H 7.869 -0.085 1.602
H 6.717 -0.997 -1.819
H 5.770 -1.652 -0.476
H 5.203 0.963 -1.961
H 4.388 -0.560 -2.291
*
```

Calculated values
E_LUMO = 0.62 eV
M = 392.58 g mol⁻¹
Kohn-Sham gap = 10.231 eV

=====

<B>
Density functional theory data (ωB97M-V/def2-TZVPD) for the molecule C24H40O4.

```
! wB97M-V def2-TZVPD RIJCOSX def2/J DEFGRID3
* xyz 0 1
C 1.709 -3.837 0.261
H 0.635 -3.973 0.177
H 1.927 -3.363 1.215
H 2.163 -4.825 0.257
C 2.254 -2.985 -0.884
H 1.820 -3.332 -1.826
C 1.933 -1.492 -0.700
H 2.427 -1.162 0.217
C 2.444 -0.635 -1.885
H 3.441 -0.249 -1.676
H 2.507 -1.237 -2.792
C 1.452 0.527 -2.069
C 0.583 0.449 -0.820
C -0.739 1.210 -0.813
C -0.512 2.698 -1.066
C -1.832 3.449 -0.987
H -2.491 3.087 -1.779
C -2.531 3.278 0.363
C -1.837 4.064 1.475
C -2.732 4.179 2.716
C -3.743 3.022 2.762
C -3.085 1.738 2.271
H -2.189 1.588 2.876
H -3.755 0.895 2.450
C -2.704 1.794 0.770
C -3.850 1.194 -0.053
H -3.614 1.188 -1.113
H -4.068 0.175 0.256
H -4.754 1.783 0.087
C -1.377 1.017 0.571
H -0.660 1.426 1.292
C -1.521 -0.477 0.885
H -2.209 -0.949 0.187
H -1.934 -0.603 1.890
C -0.185 -1.234 0.818
C 0.447 -1.067 -0.575
C -0.403 -1.775 -1.632
H 0.114 -1.790 -2.586
H -1.359 -1.284 -1.778
H -0.598 -2.803 -1.335
O 0.728 -0.767 1.793
H 0.267 -0.716 2.637
H -0.401 -2.296 1.014
H -4.088 2.888 3.791
H -4.615 3.264 2.155
O -1.872 4.162 3.841
H -2.399 4.242 4.643
H -3.285 5.133 2.699
H -0.917 3.570 1.785
H -1.571 5.061 1.123
H -3.531 3.713 0.246
H -1.666 4.514 -1.166
H 0.187 3.092 -0.327
H -0.071 2.843 -2.054
H -1.400 0.824 -1.593
H 1.177 0.833 0.016
H 1.966 1.483 -2.151
H 0.846 0.395 -2.966
C 3.780 -3.165 -0.964
C 4.187 -4.515 -1.574
C 5.688 -4.577 -1.648
O 6.361 -4.263 -2.593
O 6.227 -5.005 -0.497
H 7.195 -4.998 -0.552
H 3.782 -4.601 -2.582
H 3.833 -5.340 -0.958
H 4.202 -3.080 0.039
H 4.216 -2.381 -1.582
*
```

Calculated values
E_LUMO = 0.63 eV
M = 392.58 g mol⁻¹
Kohn-Sham gap = 10.154 eV

=====

Verdict on stability: <A> comes out on top.

=====

<A>
Density functional theory data (ωB97M-V/def2-TZVPD) for the molecule C6H7N3.

```
! wB97M-V def2-TZVPD RIJCOSX def2/J DEFGRID3
* xyz 0 1
C 2.490 -0.795 -0.064
C 0.084 1.999 0.103
C 1.421 1.562 -0.024
C -1.001 1.123 0.021
C 1.875 0.312 -0.008
C -1.736 -1.222 -0.161
N 3.260 -1.756 -0.013
N -0.745 -0.239 0.058
N -1.642 -2.455 0.009
H 0.043 3.006 0.221
H 1.993 2.486 -0.386
H -1.934 1.482 -0.420
H -2.636 -0.762 -0.221
H 0.228 -0.388 0.349
H 3.071 -2.665 0.474
H -0.733 -2.817 0.366
*
```

Calculated values
E_LUMO (alpha / beta) = -0.54 / -0.54 eV
M = 121.14 g mol⁻¹
Kohn-Sham gap (alpha / beta) = 7.646 / 7.647 eV

=====

<B>
Density functional theory data (ωB97M-V/def2-TZVPD) for the molecule C6H7N3.

```
! wB97M-V def2-TZVPD RIJCOSX def2/J DEFGRID3
* xyz 0 1
C -0.136 1.263 -0.004
C -1.528 1.140 -0.009
C -0.667 -0.946 0.019
C 0.408 -0.090 -0.120
C 1.758 -0.499 -0.022
C 2.865 -0.867 0.096
H 0.327 3.184 0.515
H 0.973 2.642 -0.783
H -2.202 2.029 -0.166
H -2.690 -0.698 -0.087
H -0.962 -2.887 0.883
H -0.063 -2.841 -0.477
H 3.865 -1.215 -0.047
N 0.730 2.339 0.141
N -1.818 -0.209 0.072
N -0.861 -2.346 -0.012
*
```

Calculated values
E_LUMO = 0.95 eV
M = 121.14 g mol⁻¹
Kohn-Sham gap = 8.609 eV

=====

Verdict on stability: <B> comes out on top.

=====

<A>
Density functional theory data (ωB97M-V/def2-TZVPD) for a structure of composition H10LiO5.

```
! wB97M-V def2-TZVPD RIJCOSX def2/J DEFGRID3
* xyz 1 1
Li 0.131 0.057 0.179
O -1.281 -0.602 1.465
H -1.867 -1.150 1.045
H -1.897 -0.159 1.889
O -0.516 1.914 -0.326
H -0.027 2.710 0.175
H -1.472 1.953 -0.248
O 1.856 0.806 1.153
H 2.592 1.073 0.532
H 1.573 1.366 1.959
O -1.338 -0.703 -1.960
H -0.824 -1.099 -2.670
H -2.077 -0.153 -2.350
O 1.408 -1.738 -0.286
H 1.467 -2.641 -0.694
H 2.274 -1.636 0.144
*
```

Calculated values
E_LUMO = -3.45 eV
M = 97.02 g mol⁻¹
Kohn-Sham gap = 11.923 eV

=====

<B>
Density functional theory data (ωB97M-V/def2-TZVPD) for a structure of composition H10LiO5.

```
! wB97M-V def2-TZVPD RIJCOSX def2/J DEFGRID3
* xyz 1 1
Li 0.078 -0.072 0.065
O 1.401 -0.895 1.503
H 2.101 -0.248 1.654
H 1.888 -1.625 1.232
O -0.745 0.028 -2.061
H -0.111 0.244 -2.844
H -1.399 0.662 -2.204
O 1.656 1.039 -0.449
H 1.602 2.010 -0.089
H 2.529 1.030 -0.531
O -1.215 -1.903 0.423
H -1.699 -2.163 1.253
H -1.506 -2.528 -0.248
O -1.338 1.443 0.431
H -2.223 1.094 0.627
H -1.019 1.885 1.239
*
```

Calculated values
E_LUMO = -3.44 eV
M = 97.02 g mol⁻¹
Kohn-Sham gap = 12.079 eV

=====

Verdict on stability: <B> comes out on top.